Entry 1:
Entry from the OMol25 dataset: a molecular structure, C12H24BF2HgNO16S2 in a non-equilibrium geometry (the ωB97M-V functional and the def2-TZVPD basis).

Geometry as XYZ:
```
59
Properties=species:S:1:pos:R:3:lowdin_charge:R:1
Hg 0.696 -0.747 0.232 1.257
O -3.766 6.457 -0.842 0.126
C -2.874 5.900 -0.211 -0.370
O -2.035 4.958 -0.543 0.214
B -1.027 4.675 0.506 -0.826
O -1.416 5.538 1.595 0.264
C -2.352 6.335 1.202 -0.358
O -2.812 7.320 1.818 0.106
O 0.368 4.985 0.051 0.239
C 1.075 3.868 0.005 -0.365
O 2.276 3.805 -0.253 0.136
C 0.194 2.706 0.436 -0.400
O -1.003 3.192 0.708 0.241
O 0.554 1.592 0.517 0.087
N 2.038 -1.001 1.904 -0.375
S 3.273 -0.338 2.562 0.495
O 4.542 -0.935 2.224 -0.240
O 3.136 0.564 3.749 -0.249
F 3.292 0.784 1.391 -0.222
S 2.070 -2.233 3.063 0.607
O 1.875 -1.882 4.449 -0.224
O 3.020 -3.335 2.718 -0.276
F 0.602 -2.814 2.622 -0.235
C -3.635 -1.849 1.845 -0.052
C -2.921 -1.028 0.814 -0.315
O -1.549 -0.946 0.987 -0.140
H -3.460 -1.563 2.882 0.089
H -3.433 -2.917 1.757 0.070
H -4.715 -1.748 1.739 0.089
H -3.170 0.033 0.797 0.126
H -3.165 -1.336 -0.203 0.117
H -1.434 -0.628 1.885 0.108
C -0.732 1.813 -3.034 -0.037
C -1.372 0.744 -2.128 -0.322
O -0.383 -0.101 -1.803 -0.136
H -1.467 2.529 -3.404 0.090
H -0.156 1.372 -3.847 0.081
H -0.063 2.542 -2.576 0.077
H -2.180 0.277 -2.690 0.124
H -1.806 1.201 -1.239 0.120
H -0.078 -0.435 -2.650 0.111
C -1.566 -4.446 -0.102 -0.075
C -0.919 -3.446 -1.071 -0.240
O 0.331 -3.034 -0.441 -0.156
H -1.419 -4.317 0.970 0.078
H -1.172 -5.433 -0.347 0.076
H -2.636 -4.537 -0.288 0.080
H -1.621 -2.650 -1.321 0.095
H -0.681 -4.020 -1.966 0.117
H 0.834 -3.842 -0.321 0.107
C 4.548 -1.414 -1.667 -0.053
C 3.071 -1.645 -1.372 -0.272
O 2.431 -0.353 -1.242 -0.159
H 5.030 -2.360 -1.916 0.084
H 5.058 -1.046 -0.777 0.082
H 4.771 -0.692 -2.453 0.084
H 2.927 -2.218 -0.457 0.095
H 2.546 -2.080 -2.223 0.112
H 2.457 0.179 -2.041 0.113
```

Summary:
**Multiplicity**: 1
**Frontier orbital gap**: 7.07 eV
**Net charge**: 0
**DFT total energy**: -2904.6255 Ha

Entry 2:
Entry from the OMol25 dataset: a molecular structure, C12H24BKO7S3 in a non-equilibrium geometry (the ωB97M-V functional and the def2-TZVPD basis).

Geometry as XYZ:
```
48
Properties=species:S:1:pos:R:3:lowdin_charge:R:1
K 0.359 -0.425 0.393 0.722
B 2.026 0.809 2.831 -0.444
H 2.652 1.675 2.681 -0.097
H 1.063 1.277 2.698 -0.080
H 2.159 0.111 2.020 -0.150
H 2.210 0.338 3.784 -0.092
C -2.702 1.562 3.037 -0.025
C -2.764 2.930 3.064 -0.398
C -2.428 3.685 1.880 -0.407
O -2.224 4.955 1.858 -0.069
C -2.113 3.043 0.691 -0.015
C -2.102 1.590 0.540 -0.431
C -2.226 0.692 1.903 -0.345
O -1.818 -0.459 2.052 -0.097
O -1.932 1.019 -0.481 -0.091
O -3.340 3.407 4.159 -0.144
H -2.991 1.029 3.931 0.082
H -1.655 3.546 -0.148 0.083
C 2.102 -3.506 -2.609 -0.234
S 3.243 -2.313 -1.693 0.874
O 2.351 -1.109 -1.389 -0.645
C 3.470 -3.084 -0.016 -0.230
H 1.143 -3.511 -2.091 0.000
H 2.542 -4.503 -2.589 0.038
H 1.728 -3.216 -3.591 0.049
H 4.315 -3.771 -0.071 0.030
H 2.627 -3.690 0.314 0.053
H 3.686 -2.402 0.807 0.064
C -2.659 -1.404 -1.811 -0.235
S -1.674 -2.950 -1.635 0.830
O -0.505 -2.695 -0.732 -0.628
C -2.903 -4.054 -0.887 -0.257
H -3.581 -1.528 -2.379 0.049
H -2.282 -0.514 -2.314 0.055
H -2.954 -1.153 -0.793 0.050
H -3.599 -3.523 -0.237 0.056
H -2.444 -4.924 -0.418 0.053
H -3.536 -4.346 -1.725 0.038
C 0.658 2.270 -1.979 -0.250
S 1.912 3.597 -1.717 0.806
O 1.112 4.596 -0.879 -0.579
C 2.865 2.790 -0.350 -0.234
H 1.134 1.332 -2.266 0.035
H -0.087 2.639 -2.685 0.053
H 0.197 2.145 -0.999 0.017
H 2.065 2.619 0.370 0.043
H 3.505 3.536 0.121 0.049
H 3.396 1.886 -0.647 0.046
```

Summary:
**Multiplicity**: 1
**Frontier orbital gap**: 3.08 eV
**Net charge**: -2
**DFT total energy**: -2817.4432 Ha

Entry 3:
Entry from the OMol25 dataset: a molecular structure, C12H24Br10O2Sr3 in a non-equilibrium geometry (the ωB97M-V functional and the def2-TZVPD basis).

Geometry as XYZ:
```
51
Properties=species:S:1:pos:R:3:lowdin_charge:R:1
Sr 0.082 1.331 4.073 1.260
Sr -2.179 -1.560 2.764 1.119
Sr -4.279 1.754 2.717 1.747
O -3.304 0.107 1.046 -0.599
C -2.304 0.688 0.216 -0.325
C -0.739 0.601 0.539 -0.302
O -0.340 0.129 1.832 -0.590
H -2.518 1.756 0.259 0.054
H -2.428 0.622 -0.865 0.131
H -0.301 1.586 0.379 0.089
H -0.287 0.001 -0.251 0.083
Br 3.787 2.444 -1.021 0.664
C 3.786 3.069 0.891 -0.584
C 2.387 2.802 1.454 -0.671
Br 2.257 3.109 3.384 0.654
H 4.010 4.133 0.967 0.080
H 4.477 2.527 1.536 0.068
H 2.093 1.783 1.202 0.020
H 1.574 3.454 1.136 -0.045
Br 0.868 -3.495 2.882 0.598
C 2.678 -3.015 2.134 -0.570
C 2.766 -1.575 1.741 -0.652
Br 2.748 -0.533 3.326 0.716
H 2.774 -3.603 1.221 0.003
H 3.471 -3.362 2.796 0.091
H 1.884 -1.292 1.165 0.037
H 3.688 -1.284 1.238 0.096
Br 2.240 -3.900 -1.492 0.648
C 2.045 -2.468 -2.874 -0.607
C 1.111 -1.404 -2.265 -0.686
Br 1.429 0.202 -3.393 0.639
H 1.586 -2.940 -3.742 0.072
H 3.049 -2.096 -3.074 0.056
H 1.460 -1.146 -1.265 0.005
H 0.037 -1.589 -2.264 0.033
Br -2.589 3.310 -3.851 0.599
C -1.023 3.697 -2.571 -0.601
C -1.634 4.292 -1.353 -0.772
Br -0.297 4.923 -0.148 0.741
H -0.272 4.271 -3.113 0.079
H -0.626 2.709 -2.337 0.014
H -2.412 3.718 -0.849 0.026
H -2.141 5.165 -1.764 0.057
Br -1.464 -3.202 0.136 0.624
C -3.182 -3.198 -0.882 -0.517
C -4.170 -4.117 -0.121 -0.515
Br -4.488 -3.342 1.687 0.624
H -2.958 -3.552 -1.889 0.093
H -3.480 -2.151 -0.826 0.045
H -3.741 -5.094 0.100 0.074
H -5.132 -4.265 -0.612 0.095
```

Summary:
**Multiplicity**: 1
**Frontier orbital gap**: 3.01 eV
**Net charge**: +4
**DFT total energy**: -26452.9633 Ha

Entry 4:
Entry from the OMol25 dataset: 2 unconnected molecules or ions with the total composition C12H24BrCl2IN3O (the ωB97M-V functional and the def2-TZVPD basis).

Geometry as XYZ:
```
44
Properties=species:S:1:pos:R:3:lowdin_charge:R:1
C -1.436 1.528 2.042 -0.120
C -0.740 0.655 3.092 -0.698
Br 1.111 1.222 3.373 0.744
C -0.796 -0.834 2.777 -0.198
C -0.167 -1.211 1.431 -0.321
C 1.303 -1.622 1.490 -0.166
C 1.713 -2.643 0.417 -0.126
C 0.902 -2.621 -0.897 -0.349
C 1.441 -1.568 -1.870 -0.686
Cl 1.195 0.105 -1.290 0.708
C 0.993 -1.806 -3.330 -0.781
C 0.862 -0.592 -4.221 -0.157
Cl 2.202 -2.937 -4.038 0.657
C -0.608 -2.674 -0.591 -0.588
I -1.965 -1.428 -1.677 1.079
N -0.894 -2.404 0.871 0.027
H -0.753 2.226 1.573 0.039
H -1.874 0.927 1.244 0.068
H -2.245 2.093 2.496 0.090
H -1.194 0.808 4.066 0.086
H -0.349 -1.423 3.579 0.120
H -1.864 -1.084 2.758 0.128
H -0.334 -0.401 0.726 0.070
H 1.494 -2.049 2.476 0.122
H 1.916 -0.730 1.423 0.073
H 1.681 -3.654 0.826 0.124
H 2.752 -2.458 0.156 0.129
H 1.123 -3.563 -1.403 0.138
H 2.520 -1.691 -1.860 0.083
H 0.072 -2.383 -3.346 0.034
H 0.159 0.129 -3.810 0.050
H 0.495 -0.910 -5.195 0.085
H 1.832 -0.122 -4.371 0.086
H -0.975 -3.681 -0.767 0.096
H -0.635 -3.219 1.431 0.188
H -1.905 -2.282 0.952 0.126
C -1.035 4.799 -0.127 -0.675
O -1.402 3.642 -0.278 0.001
N -1.911 5.843 -0.122 0.157
N 0.279 5.129 0.051 0.157
H -1.633 6.799 -0.005 0.098
H -2.881 5.631 -0.261 0.106
H 0.949 4.384 0.035 0.100
H 0.600 6.070 0.174 0.097
```

Summary:
**Multiplicity**: 1
**Frontier orbital gap**: 9.02 eV
**Net charge**: +1
**DFT total energy**: -4503.0624 Ha

Entry 5:
Entry from the OMol25 dataset: a molecular structure, C12H24CaClF3N2O13PS2Si2 in a non-equilibrium geometry (the ωB97M-V functional and the def2-TZVPD basis).

Geometry as XYZ:
```
61
Properties=species:S:1:pos:R:3:lowdin_charge:R:1
C 2.523 -3.155 1.320 -0.121
C 1.869 -2.344 0.696 -0.222
Si 0.941 -1.069 -0.292 0.245
C 2.096 -0.194 -1.481 -0.229
C 3.374 0.338 -0.792 -0.228
C 3.578 1.842 -1.056 -0.190
S 3.848 2.907 0.365 0.552
O 5.204 3.272 0.375 -0.249
O 2.921 3.988 0.298 -0.291
O 3.539 2.095 1.683 -0.169
O -0.253 -1.748 -1.198 -0.364
Si -1.488 -2.545 -0.363 0.549
C -2.938 -1.475 0.144 -0.316
C -3.958 -1.276 -0.986 -0.238
C -3.671 -0.135 -1.992 -0.186
C -2.599 0.867 -1.632 -0.296
N -2.994 1.798 -0.559 0.036
P 0.078 0.344 1.239 0.495
O 0.576 1.867 0.889 -0.386
Cl 1.126 -0.116 2.977 0.169
H 3.138 -3.615 2.036 -0.018
H 2.366 -0.933 -2.224 0.089
H 1.546 0.569 -2.020 0.077
H 3.407 0.090 0.261 0.083
H 4.205 -0.153 -1.273 0.103
H 2.759 2.291 -1.591 0.090
H 4.464 1.963 -1.662 0.093
H 2.720 2.447 2.055 0.067
H -2.007 -3.611 -1.245 -0.006
H -0.943 -3.217 0.857 -0.090
H -2.636 -0.562 0.636 0.010
H -3.431 -2.068 0.911 0.076
H -4.953 -1.204 -0.579 0.100
H -3.964 -2.197 -1.561 0.071
H -4.585 0.433 -2.107 0.104
H -3.450 -0.548 -2.969 0.104
H -1.647 0.421 -1.367 0.068
H -2.412 1.452 -2.535 0.105
H -2.185 2.368 -0.349 0.058
H -3.664 2.465 -0.917 0.076
H 0.666 2.031 -0.057 0.045
Ca 0.771 -4.231 2.940 0.766
C 7.406 1.266 -3.614 -0.676
F 6.874 1.927 -4.657 0.102
F 8.716 1.546 -3.604 0.112
F 6.869 1.789 -2.501 0.096
S 7.058 -0.543 -3.688 0.423
O 7.674 -0.940 -4.930 -0.330
O 5.606 -0.568 -3.672 -0.356
O 7.692 -1.035 -2.487 -0.337
C -3.765 1.546 2.606 -0.965
O -2.789 2.301 2.661 0.095
O -4.968 1.928 2.493 0.116
O -3.708 0.281 2.651 0.112
C -6.988 -0.813 4.231 0.051
N -6.239 -1.868 4.967 -0.455
O -6.439 -1.977 6.159 0.052
O -5.478 -2.553 4.321 0.057
H -7.627 -0.290 4.932 0.091
H -6.256 -0.140 3.789 0.080
H -7.575 -1.309 3.464 0.098
```

Summary:
**Multiplicity**: 1
**Frontier orbital gap**: 1.93 eV
**Net charge**: -1
**DFT total energy**: -4713.2526 Ha

Entry 6:
Entry from the OMol25 dataset: a molecular structure, C12H24F3N3NbO4RbS in a non-equilibrium geometry (the ωB97M-V functional and the def2-TZVPD basis).

Geometry as XYZ:
```
49
Properties=species:S:1:pos:R:3:lowdin_charge:R:1
N -1.494 -0.223 0.336 -0.049
C -2.516 -0.912 0.427 -0.338
O -3.477 -1.583 0.528 0.240
Rb -0.180 3.453 1.130 1.184
Nb 0.463 0.158 0.150 1.894
N 0.328 1.979 -0.750 -0.494
N 0.886 -1.403 -0.998 -0.221
C -0.467 2.547 -1.894 -0.657
C 0.227 -2.378 -1.878 -0.640
C -0.347 4.090 -1.923 -0.065
C 0.042 2.026 -3.242 -0.024
C -1.926 2.144 -1.708 -0.049
C -0.308 -3.528 -1.019 -0.008
C 1.216 -2.935 -2.906 -0.028
C -0.937 -1.723 -2.615 -0.032
H -0.947 4.599 -1.146 0.054
H -0.763 4.445 -2.876 0.113
H 0.700 4.424 -1.877 0.098
H 1.041 2.413 -3.478 0.090
H -0.639 2.377 -4.032 0.116
H 0.065 0.930 -3.281 0.065
H -2.062 1.060 -1.818 0.065
H -2.525 2.632 -2.494 0.116
H -2.350 2.443 -0.734 0.080
H 0.507 -4.022 -0.478 0.090
H -0.798 -4.265 -1.669 0.116
H -1.044 -3.164 -0.291 0.079
H 1.976 -3.574 -2.441 0.094
H 1.711 -2.123 -3.452 0.100
H 0.667 -3.549 -3.631 0.109
H -1.371 -2.468 -3.298 0.113
H -0.595 -0.872 -3.218 0.069
H -1.726 -1.395 -1.932 0.056
C 1.798 2.140 -0.851 -0.161
H 2.314 1.207 -0.487 0.068
H 2.094 2.282 -1.901 0.104
H 2.186 2.997 -0.261 0.094
C 2.224 -1.802 -0.493 -0.096
H 2.566 -1.126 0.318 0.075
H 2.211 -2.827 -0.088 0.114
H 2.975 -1.754 -1.296 0.111
F -0.160 2.426 4.091 0.102
C -0.364 1.089 3.842 -0.551
F -0.633 0.465 4.999 0.195
F -1.473 1.016 3.029 0.091
S 1.095 0.366 2.920 0.663
O 1.208 1.379 1.782 -0.616
O 2.263 0.235 3.722 -0.144
O 0.587 -0.819 2.150 -0.385
```

Summary:
**Multiplicity**: 1
**Frontier orbital gap**: 7.55 eV
**Net charge**: +2
**DFT total energy**: -1715.2042 Ha

- What is the formula in the fourth record?
  C12H24BrCl2IN3O

- What is the DFT total energy in the fifth record?
  -4713.2526 Ha

- Which of these has the highest frontier orbital gap?
  C12H24BrCl2IN3O